Entry 1:
Entry from OMol25: a molecular structure, C8H7HgNO4 (ωB97M-V/def2-TZVPD).

## Properties
**E_tot**: -817.34535 Ha
**Energy relative to the best compared isomer or geometry (same formula, charge and spin)**: 2.778 eV
**Lowest unoccupied orbital energy (spin up / spin down)**: -11.89 / -12.45 eV
**Largest force on an atom**: 4.6 eV/Å
**HOMO energy (spin up / spin down)**: -0.601 / -0.564 hartree
**Total charge**: +2

Atoms and positions in Å:
Hg (0.87, 1.02, 0.54)
C (0.45, 3.37, 2.82)
O (-0.50, 2.88, 3.22)
C (0.28, 2.80, -1.55)
O (-0.03, 3.91, -1.46)
C (-1.88, 0.94, -0.31)
O (-2.82, 1.33, 0.21)
C (3.26, 0.91, -0.54)
O (4.27, 1.47, -0.49)
C (0.23, -1.79, -3.56)
H (1.22, -2.15, -3.24)
H (-0.65, -2.42, -3.35)
C (0.09, -0.58, -4.14)
H (-0.90, -0.20, -4.43)
H (0.96, 0.06, -4.35)
C (-0.95, -2.15, 3.85)
C (-0.45, -1.51, 2.65)
N (-0.19, -0.99, 1.65)
H (-0.13, -2.62, 4.41)
H (-1.69, -2.91, 3.56)
H (-1.44, -1.39, 4.49)

Mulliken atomic charge list, values in e, 2 entries: 1.39, 0.14

---

Entry 2:
Entry from OMol25: 2 unconnected molecules or ions with the total composition C8H7I (ωB97M-V/def2-TZVPD).

## Properties
**E_tot**: -606.57837 Ha
**Energy relative to the best compared isomer or geometry (same formula, charge and spin)**: 0.911 eV
**Lowest unoccupied orbital energy (spin up / spin down)**: -2.32 / -2.32 eV
**Largest force on an atom**: 4.0 eV/Å
**HOMO energy (spin up / spin down)**: -0.285 / -0.285 hartree
**Total charge**: 0

Atoms and positions in Å:
C (2.81, -0.09, 2.25)
C (1.85, -0.09, 1.54)
C (-1.51, -0.55, -0.86)
C (-1.70, -0.44, 0.57)
C (-0.38, -0.21, -1.55)
C (-0.49, -0.28, 1.32)
C (0.81, 0.27, -0.68)
C (0.71, -0.15, 0.73)
I (1.05, -3.17, -0.20)
H (3.71, -0.24, 2.68)
H (-2.46, -0.96, -1.29)
H (-2.64, -0.51, 1.14)
H (-0.31, -0.22, -2.68)
H (-0.49, -0.30, 2.42)
H (1.74, 0.02, -1.08)
H (0.78, 1.36, -0.72)

Mulliken atomic charge list, values in e, 2 entries: 0.34, -0.90

---

Entry 3:
Entry from OMol25: a gas-phase ion, C8H7N2O3 (charge -1) (ωB97M-V/def2-TZVPD).

## Properties
**E_tot**: -644.23165 Ha
**Structure (SMILES)**: O=[N+]([O-])C/C([O-])=N/c1ccccc1
**Energy relative to the best compared isomer or geometry (same formula, charge and spin)**: 3.486 eV
**Lowest unoccupied orbital energy**: 3.59 eV
**Largest force on an atom**: 2.6 eV/Å
**HOMO energy**: -0.147 hartree
**Total charge**: -1

Atoms and positions in Å:
O (0.26, 1.07, 0.78)
N (-0.24, -0.01, 1.14)
O (0.11, -1.12, 0.70)
C (-1.36, 0.07, 2.43)
C (-1.00, 0.11, 3.94)
O (0.15, -0.27, 4.33)
N (-2.03, 0.61, 4.61)
C (-2.16, 0.85, 5.95)
C (-3.36, 1.29, 6.60)
C (-3.45, 1.48, 7.97)
C (-2.34, 1.25, 8.81)
C (-1.14, 0.82, 8.20)
C (-1.08, 0.63, 6.81)
H (-1.97, -0.79, 2.19)
H (-1.87, 1.01, 2.16)
H (-4.23, 1.48, 6.00)
H (-4.36, 1.81, 8.45)
H (-2.39, 1.39, 9.92)
H (-0.27, 0.64, 8.83)
H (-0.13, 0.30, 6.42)

Mulliken atomic charge list, values in e, 2 entries: -0.53, 0.73

---

Entry 4:
Entry from OMol25: a single C8H7N3O molecule (ωB97M-V/def2-TZVPD).

## Properties
**E_tot**: -548.55062 Ha
**Structure (SMILES)**: Nc1nc(=O)c2ccccc2[nH]1
**Energy relative to the best compared isomer or geometry (same formula, charge and spin)**: 1.287 eV
**Lowest unoccupied orbital energy**: 0.31 eV
**Largest force on an atom**: 5.8 eV/Å
**HOMO energy**: -0.320 hartree
**Total charge**: 0

Atoms and positions in Å:
N (1.11, 3.02, 1.19)
C (0.88, 1.75, 0.93)
N (1.24, 0.90, 1.87)
C (1.02, -0.49, 1.60)
O (1.56, -1.38, 2.23)
C (0.19, -0.84, 0.40)
C (-0.27, -2.14, 0.19)
C (-1.11, -2.45, -0.90)
C (-1.21, -1.47, -1.92)
C (-0.82, -0.18, -1.69)
C (-0.20, 0.11, -0.45)
N (0.15, 1.40, -0.16)
H (0.54, 3.70, 0.93)
H (1.33, 3.29, 2.14)
H (-0.11, -2.89, 0.95)
H (-1.63, -3.37, -1.06)
H (-1.47, -1.78, -3.00)
H (-0.90, 0.52, -2.62)
H (-0.31, 2.32, -0.65)

Mulliken atomic charge list, values in e, 2 entries: -0.43, 0.47

---

Entry 5:
Entry from OMol25: 2 unconnected molecules or ions with the total composition C8H7N4O2S (ωB97M-V/def2-TZVPD).

## Properties
**E_tot**: -1076.64362 Ha
**Energy relative to the best compared isomer or geometry (same formula, charge and spin)**: 2.181 eV
**Lowest unoccupied orbital energy (spin up / spin down)**: 2.75 / 2.68 eV
**Largest force on an atom**: 2.4 eV/Å
**HOMO energy (spin up / spin down)**: -0.144 / -0.140 hartree
**Total charge**: -1

Atoms and positions in Å:
C (3.49, 0.21, -0.06)
C (2.65, -0.81, 0.38)
C (2.95, 1.48, -0.27)
C (1.33, -0.58, 0.65)
C (1.62, 1.73, -0.03)
C (-2.84, -2.51, -0.51)
C (0.77, 0.71, 0.48)
C (-2.07, -0.96, 0.65)
N (-1.72, -2.10, 0.03)
N (-3.33, -0.63, 0.52)
N (-3.84, -1.64, -0.22)
N (-0.46, 1.00, 0.88)
O (-1.31, 1.76, -1.48)
O (-0.94, 3.42, 0.29)
S (-1.54, 2.11, -0.06)
H (4.54, 0.02, -0.26)
H (3.06, -1.81, 0.51)
H (3.58, 2.28, -0.64)
H (0.66, -1.37, 0.95)
H (1.19, 2.71, -0.17)
H (-2.98, -3.39, -1.10)
H (-4.80, -1.63, -0.52)

Mulliken atomic charge list, values in e, 2 entries: -0.33, -0.56

---

Entry 6:
Entry from OMol25: a single C8H7NOS molecule (ωB97M-V/def2-TZVPD).

## Properties
**E_tot**: -837.01941 Ha
**Energy relative to the best compared isomer or geometry (same formula, charge and spin)**: 5.821 eV
**Lowest unoccupied orbital energy (spin up / spin down)**: -0.64 / -0.76 eV
**Largest force on an atom**: 5.9 eV/Å
**HOMO energy (spin up / spin down)**: -0.257 / -0.279 hartree
**Total charge**: 0

Atoms and positions in Å:
C (2.55, -0.68, -0.47)
C (2.51, 0.18, -1.54)
C (1.63, -0.82, 0.56)
C (1.30, 0.97, -1.55)
C (0.32, -0.30, 0.52)
C (0.24, 0.50, -0.63)
C (-0.91, -0.21, 1.34)
C (-3.19, 0.24, 1.43)
N (-1.99, 0.27, 0.73)
O (-2.27, 0.32, -1.60)
S (-1.42, 1.20, -0.79)
H (3.36, -1.47, -0.35)
H (3.34, 0.17, -2.32)
H (1.86, -1.58, 1.27)
H (0.94, 1.57, -2.38)
H (-1.00, -1.00, 2.18)
H (-4.06, 0.33, 0.99)
H (-3.20, 0.30, 2.61)

Mulliken atomic charge list, values in e, 2 entries: -0.15, -0.43

---

Entry 7:
Entry from OMol25: a single C8H8 molecule (ωB97M-V/def2-TZVPD).

## Properties
**E_tot**: -309.38916 Ha
**Energy relative to the best compared isomer or geometry (same formula, charge and spin)**: 6.113 eV
**Lowest unoccupied orbital energy**: -0.77 eV
**Largest force on an atom**: 4.1 eV/Å
**HOMO energy**: -0.307 hartree
**Total charge**: 0

Atoms and positions in Å:
C (1.29, 1.52, 1.33)
C (0.35, 1.27, 2.46)
C (0.64, 0.63, 0.35)
C (1.29, 0.35, -0.79)
C (-0.77, 0.15, 0.71)
C (-0.54, 0.63, 3.28)
C (-1.08, 1.00, 1.94)
C (0.82, -0.56, -1.86)
H (2.25, 0.83, -0.95)
H (-1.47, 0.31, -0.11)
H (-0.74, -0.92, 0.95)
H (-0.59, -0.08, 4.06)
H (-1.74, 1.85, 1.81)
H (-0.26, -0.52, -1.97)
H (1.10, -1.58, -1.61)
H (1.29, -0.31, -2.81)

Mulliken atomic charge list, values in e, 2 entries: -1.08, 0.47

---

Entry 8:
Entry from OMol25: a single C8H8 molecule (ωB97M-V/def2-TZVPD).

## Properties
**E_tot**: -309.56155 Ha
**Structure (SMILES)**: C=C1C=CC=CC=C1
**Energy relative to the best compared isomer or geometry (same formula, charge and spin)**: 1.422 eV
**Lowest unoccupied orbital energy**: 0.15 eV
**Largest force on an atom**: 3.4 eV/Å
**HOMO energy**: -0.275 hartree
**Total charge**: 0

Atoms and positions in Å:
C (-1.80, 1.65, -0.81)
C (-0.83, 0.77, -0.35)
C (-0.39, 0.87, 1.02)
C (0.49, 0.13, 1.67)
C (1.34, -0.95, 1.21)
C (1.40, -1.51, 0.01)
C (0.66, -1.12, -1.17)
C (-0.31, -0.20, -1.34)
H (-2.24, 1.55, -1.83)
H (-2.21, 2.43, -0.15)
H (-0.94, 1.67, 1.55)
H (0.65, 0.30, 2.74)
H (2.07, -1.27, 1.96)
H (2.12, -2.35, -0.16)
H (0.82, -1.81, -2.01)
H (-0.83, -0.16, -2.32)

Mulliken atomic charge list, values in e, 2 entries: -1.07, 1.40

---

Entry 9:
Entry from OMol25: a molecular structure, C8H8AuNO3S (ωB97M-V/def2-TZVPD).

## Properties
**E_tot**: -1123.98140 Ha
**Lowest unoccupied orbital energy**: -0.85 eV
**Largest force on an atom**: 4.0 eV/Å
**HOMO energy**: -0.338 hartree
**Total charge**: 0

Atoms and positions in Å:
Au (-0.11, 0.07, 0.01)
N (-1.68, 0.53, 0.83)
C (-2.71, 0.82, 1.28)
C (-3.93, 1.19, 1.85)
C (-5.13, 0.86, 1.21)
C (-6.33, 1.23, 1.79)
C (-6.34, 1.92, 2.99)
C (-5.15, 2.24, 3.63)
C (-3.94, 1.88, 3.07)
H (-5.11, 0.32, 0.27)
H (-7.26, 0.98, 1.30)
H (-7.28, 2.20, 3.44)
H (-5.17, 2.78, 4.57)
H (-3.01, 2.13, 3.55)
C (1.05, -2.97, -1.31)
S (1.33, -1.32, -2.01)
O (0.06, -0.88, -2.57)
O (2.44, -1.40, -2.90)
O (1.64, -0.47, -0.78)
H (0.80, -3.64, -2.12)
H (0.23, -2.90, -0.61)
H (1.96, -3.28, -0.81)

Mulliken atomic charge list, values in e, 2 entries: 0.14, -0.52

---

Entry 10:
Entry from OMol25: a molecular structure, C8H8BF4O2SbSe4W (ωB97M-V/def2-TZVPD).

## Properties
**E_tot**: -10797.59182 Ha
**Lowest unoccupied orbital energy (spin up / spin down)**: 3.64 / 3.68 eV
**Largest force on an atom**: 7.9 eV/Å
**HOMO energy (spin up / spin down)**: -0.031 / -0.030 hartree
**Total charge**: -2

Atoms and positions in Å:
W (0.76, -1.44, 1.25)
Se (1.80, -5.59, -2.22)
Sb (0.80, -6.09, -0.16)
Se (0.09, -3.33, -0.47)
Se (1.47, -3.95, 1.64)
Se (-1.66, -6.03, -0.93)
C (-0.87, -0.79, -2.76)
C (-0.47, -0.33, -1.39)
O (0.02, -1.10, -0.56)
C (-0.65, 1.09, -1.01)
C (-1.19, 2.06, -1.87)
C (-1.33, 3.37, -1.44)
C (-0.93, 3.71, -0.15)
C (-0.39, 2.73, 0.70)
C (-0.23, 1.39, 0.31)
O (0.26, 0.48, 1.06)
H (-0.66, -1.86, -2.86)
H (-0.29, -0.26, -3.52)
H (-1.94, -0.64, -2.91)
H (-1.50, 1.80, -2.88)
H (-1.74, 4.13, -2.09)
H (-1.03, 4.72, 0.21)
H (-0.08, 3.01, 1.70)
F (1.28, -0.06, 2.55)
B (1.67, 0.96, 3.51)
F (2.81, 0.50, 4.28)
F (0.55, 1.22, 4.41)
F (2.01, 2.19, 2.81)
H (1.44, -1.87, 2.80)

Mulliken atomic charge list, values in e, 2 entries: 0.89, -0.72

---

What is the largest force on an atom in the third record? 2.6 eV/Å

---

largest force on an atom of number 9 (C8H8AuNO3S)? 4.0 eV/Å

---

What is the E_tot in the third record? -644.23165 Ha